No. 1
{"formula": "C3H5O2P", "method": "ωB97M-V/def2-TZVPD", "mol_weight_da": 104.0, "largest_force_ev_per_a": 4.092, "homo_ev": -8.585, "e_lumo_ev": 0.58, "orbital_gap_ev": 9.168, "total_charge": 0, "smiles": "O=C=[PH2][C@@H]1CO1", "total_energy_ha": -608.9841, "species": ["C", "C", "C", "O", "O", "P", "H", "H", "H", "H", "H"], "xyz": [[1.9675, -0.5534, -0.2814], [-1.0328, -1.1136, -0.1269], [-0.8683, 0.2470, 0.3920], [2.8308, -0.5780, -1.0546], [-1.5742, -0.0437, -0.7768], [0.7270, 1.0244, -0.0439], [-0.0972, -1.3551, -0.6676], [-1.7665, -1.8596, 0.3262], [-1.3995, 0.5637, 1.1689], [1.1039, 1.4573, 1.3365], [0.1092, 2.2109, -0.2724]], "forces_ev_per_a": [[2.62, -2.24, -0.45], [0.78, -1.81, 0.44], [2.90, -1.55, -2.44], [-0.80, 0.01, 0.61], [-2.11, 1.59, -1.54], [-0.99, 2.11, 2.15], [-0.90, -1.42, 0.62], [1.37, 0.91, -0.69], [-2.17, 1.39, 3.14], [0.05, -0.74, -1.43], [-0.75, 1.76, -0.40]], "mulliken_charge": [0.012, -0.190, -0.203, -0.274, -0.385, -0.010, 0.113, 0.262, 0.515, 0.080, 0.079]}



No. 2
{"formula": "C14H15N4O9", "method": "ωB97M-V/def2-TZVPD", "mol_weight_da": 383.3, "largest_force_ev_per_a": 3.026, "homo_ev": -4.512, "e_lumo_ev": 0.75, "orbital_gap_ev": 5.267, "total_charge": -1, "total_energy_ha": -1438.4835, "species": ["C", "C", "O", "C", "C", "C", "C", "O", "C", "O", "O", "C", "C", "O", "H", "H", "H", "H", "H", "H", "H", "H", "H", "H", "H", "H", "H", "O", "N", "C", "C", "C", "N", "O", "O", "N", "C", "N", "C", "O", "H", "H"], "xyz": [[-3.7271, 1.1889, 0.5749], [-2.5399, 1.1938, 1.4907], [-1.3626, 0.6631, 0.8162], [-0.4816, -0.0233, 1.5756], [0.5575, -0.7643, 0.7902], [0.0739, -1.8426, -0.0630], [1.0723, -2.8122, -0.6203], [-1.1413, -1.9252, -0.2937], [1.8169, -0.9067, 1.5234], [2.6656, -1.7994, 1.3827], [1.9827, 0.0098, 2.4984], [3.0268, -0.3845, 3.4116], [2.9664, 0.5358, 4.5988], [-0.6042, -0.1056, 2.7866], [-4.5033, 1.8267, 1.0091], [-3.5010, 1.5349, -0.4388], [-4.1229, 0.1692, 0.5080], [-2.2801, 2.2060, 1.8184], [-2.7336, 0.5548, 2.3549], [1.9755, -2.8005, 0.0029], [0.6224, -3.8125, -0.6322], [1.3503, -2.5306, -1.6444], [2.8508, -1.4154, 3.7495], [3.9955, -0.3315, 2.8944], [3.8210, 0.3313, 5.2500], [2.9889, 1.5912, 4.3104], [2.0573, 0.3522, 5.1835], [-3.2193, -0.4531, -1.8182], [-2.5148, -0.9329, -2.7197], [-1.2099, -0.3868, -2.9518], [-0.6451, 0.5043, -2.0320], [0.3672, 1.2808, -2.5505], [0.8944, 2.4655, -2.0529], [0.8351, 3.0092, -0.9686], [1.6302, 3.0699, -3.1224], [1.5769, 2.2633, -4.2712], [0.7767, 1.2094, -3.9281], [0.2969, 0.2800, -4.7588], [-0.6334, -0.5285, -4.2590], [-2.9087, -1.8661, -3.4600], [-1.0408, 0.7103, -1.0534], [-1.0315, -1.3290, -4.8913]], "forces_ev_per_a": [[-0.34, -0.28, -0.24], [0.89, -0.17, 0.18], [-0.76, 0.48, 0.16], [0.24, -1.19, 0.51], [0.38, -0.08, 0.61], [-0.22, 1.53, 0.86], [0.18, -0.58, -0.12], [0.13, -0.59, -0.58], [-0.40, -1.15, -0.77], [-0.15, 0.99, 0.28], [0.90, -0.20, 0.43], [-0.14, 0.25, -0.11], [-0.09, 0.21, 0.39], [-0.31, 0.47, -0.67], [0.04, -0.02, -0.06], [-0.01, 0.02, 0.27], [0.05, 0.24, -0.20], [-0.06, -0.14, 0.10], [0.11, 0.29, 0.05], [-0.39, -0.18, -0.47], [0.01, 0.20, -0.16], [-0.16, -0.01, 0.07], [0.15, 0.21, -0.31], [-0.24, -0.11, 0.19], [0.00, 0.07, -0.01], [0.02, -0.14, -0.01], [0.10, 0.12, -0.18], [1.47, -0.57, -1.71], [-2.37, -1.69, 0.82], [1.31, 1.54, 0.47], [-1.42, -0.91, -0.83], [1.59, 2.19, -1.00], [-0.06, -0.96, -0.40], [0.11, -0.25, -1.10], [-0.64, -1.49, 0.53], [-1.42, -1.26, 0.98], [0.92, 2.48, 1.09], [-0.72, -1.75, -0.24], [0.46, 0.63, -0.25], [0.94, 1.65, 1.00], [-0.25, -0.27, 0.35], [0.16, 0.46, 0.08]], "mulliken_charge": [-1.046, -0.460, -0.280, 0.116, 0.205, 1.049, -1.233, -0.750, 0.440, -0.805, -0.236, -0.227, -1.195, -0.669, 0.446, 0.192, 0.247, 0.276, 0.403, 0.299, 0.377, 0.191, 0.307, 0.283, 0.389, 0.294, 0.257, -0.524, 1.051, -0.298, 0.425, -0.235, 0.748, -0.674, -0.209, -0.543, 0.542, -0.613, -0.314, -0.656, 0.956, 0.473]}



No. 3
{"formula": "C20H46BN3O8", "method": "ωB97M-V/def2-TZVPD", "mol_weight_da": 467.4, "largest_force_ev_per_a": 2.388, "homo_ev": -8.769, "e_lumo_ev": 0.49, "orbital_gap_ev": 9.262, "total_charge": 0, "smiles": "C#CCCCOC(=O)OB(O)OCC.COC[C@@H](C)N.COC[C@@H](C)N.COC[C@@H](C)N", "total_energy_ha": -1580.6441, "species": ["C", "C", "C", "C", "C", "O", "C", "O", "O", "B", "O", "O", "C", "C", "H", "H", "H", "H", "H", "H", "H", "H", "H", "H", "H", "H", "H", "C", "C", "C", "O", "C", "N", "H", "H", "H", "H", "H", "H", "H", "H", "H", "H", "H", "C", "C", "C", "O", "C", "N", "H", "H", "H", "H", "H", "H", "H", "H", "H", "H", "H", "C", "C", "C", "O", "C", "N", "H", "H", "H", "H", "H", "H", "H", "H", "H", "H", "H"], "xyz": [[1.7573, -2.3889, 1.2745], [0.8636, -1.7570, 1.7953], [-0.1793, -0.7944, 2.3741], [-0.1861, 0.5034, 1.4685], [-0.7298, 0.1601, 0.0391], [-2.1622, -0.0535, 0.1495], [-2.5340, -1.3397, -0.0595], [-1.8820, -2.3201, 0.2208], [-3.7581, -1.5067, -0.6823], [-4.7695, -2.0222, 0.1877], [-4.7673, -3.4076, 0.4312], [-5.7964, -1.2780, 0.7725], [-5.3786, -0.5147, 1.9173], [-4.7557, 0.8914, 1.5479], [2.4895, -2.8178, 0.5792], [-1.1890, -1.2668, 2.4171], [0.0929, -0.5314, 3.4278], [-0.8028, 1.2924, 1.9694], [0.8677, 0.8676, 1.3705], [-0.1759, -0.6569, -0.4689], [-0.5885, 1.0927, -0.5692], [-3.9174, -3.6926, 0.8072], [-6.3141, -0.2934, 2.4952], [-4.7348, -1.1020, 2.6238], [-3.7581, 0.9506, 2.0416], [-5.3569, 1.7506, 1.9180], [-4.5998, 0.9430, 0.4435], [2.7254, 1.4566, -3.2045], [2.6411, 1.0425, -1.7381], [3.9518, 1.2658, -0.9601], [4.9597, 0.3015, -1.2176], [5.7145, 0.5324, -2.3943], [2.1973, -0.3542, -1.6644], [3.2718, 0.7345, -3.8116], [1.7227, 1.5361, -3.6309], [3.2066, 2.4320, -3.3104], [1.8741, 1.6690, -1.2685], [3.7266, 1.1734, 0.1072], [4.3393, 2.2816, -1.1101], [5.8595, 1.5995, -2.5859], [5.2386, 0.0547, -3.2535], [6.6932, 0.0693, -2.2612], [2.0493, -0.5978, -0.6862], [2.9859, -0.9366, -1.9396], [1.4854, -4.7461, -3.9934], [0.2840, -4.0749, -3.3334], [-1.0028, -4.1523, -4.1764], [-1.0456, -3.2482, -5.2702], [-0.3582, -3.6865, -6.4283], [0.6361, -2.6888, -3.0053], [1.9115, -4.1443, -4.7968], [2.2786, -4.9030, -3.2589], [1.2150, -5.7237, -4.4000], [0.0901, -4.6070, -2.3965], [-1.8411, -3.8698, -3.5321], [-1.2004, -5.1778, -4.5134], [-0.4239, -4.7705, -6.5588], [0.6873, -3.3720, -6.3943], [-0.8179, -3.2061, -7.2933], [-0.1289, -2.2728, -2.4794], [0.6420, -2.1629, -3.8776], [0.6729, 5.3423, 5.5414], [-0.0071, 5.2136, 4.1814], [-1.2750, 4.3399, 4.2080], [-1.0259, 2.9434, 4.2621], [-0.7502, 2.4408, 5.5589], [0.9720, 4.7195, 3.2058], [1.2310, 4.4470, 5.8163], [1.3859, 6.1693, 5.5280], [-0.0573, 5.5496, 6.3273], [-0.3130, 6.2193, 3.8762], [-1.8128, 4.5035, 3.2688], [-1.9550, 4.6438, 5.0133], [-1.3164, 2.9674, 6.3320], [0.3198, 2.4948, 5.7699], [-1.0355, 1.3878, 5.5784], [0.5462, 4.7272, 2.2817], [1.1170, 3.7293, 3.3966]], "forces_ev_per_a": [[-0.30, 0.49, -0.63], [-0.38, 0.54, 0.39], [0.94, -0.26, -0.26], [0.01, -1.04, 0.01], [1.00, 1.80, 0.94], [-0.30, -1.50, -1.28], [0.07, -1.04, -0.52], [-0.14, 0.97, 0.05], [0.24, 1.60, 1.76], [-0.82, -1.57, 0.27], [0.25, 1.43, 0.52], [1.51, -0.19, -0.47], [-1.01, 1.44, 0.78], [0.63, -0.76, 0.18], [-0.69, 0.18, 1.00], [0.83, 0.28, -0.20], [-0.09, -0.20, -0.88], [0.44, -0.57, -0.60], [-0.83, -0.20, 0.09], [-0.66, 0.28, 0.54], [-0.44, -0.90, 0.29], [-0.09, -0.13, -0.75], [0.72, -0.48, -0.52], [-0.29, 0.30, -0.84], [-0.61, 0.19, -0.49], [0.22, -0.72, -0.41], [-0.19, 0.13, 0.94], [-0.18, 0.21, -0.09], [0.33, -0.26, -0.22], [-0.21, -0.01, 0.27], [-0.01, 0.32, -0.06], [0.04, -0.31, 0.07], [0.10, 0.39, 0.32], [0.03, -0.02, 0.09], [0.05, -0.07, 0.05], [0.02, -0.04, -0.01], [0.07, 0.00, 0.10], [0.05, -0.09, -0.03], [0.03, -0.01, -0.14], [-0.08, 0.01, -0.02], [0.04, 0.16, -0.13], [-0.04, 0.02, 0.09], [-0.07, -0.05, -0.05], [-0.21, -0.07, -0.16], [0.13, -0.19, 0.13], [0.07, 0.17, -0.39], [-0.15, 0.07, 0.32], [0.00, -0.33, -0.02], [-0.04, 0.33, -0.01], [-0.26, -0.29, -0.05], [-0.09, 0.03, 0.00], [-0.06, 0.07, -0.03], [0.01, 0.03, -0.03], [-0.12, 0.06, -0.02], [0.03, 0.08, -0.06], [0.11, -0.02, -0.09], [0.05, -0.01, 0.07], [0.07, -0.18, -0.08], [-0.06, 0.00, 0.07], [0.16, 0.00, 0.15], [0.15, 0.01, 0.09], [0.04, 0.24, 0.11], [0.15, -0.35, 0.21], [-0.05, 0.17, -0.33], [-0.16, 0.14, 0.19], [0.13, -0.24, -0.20], [-0.26, -0.07, -0.12], [-0.06, -0.03, -0.06], [-0.02, -0.08, -0.06], [0.01, -0.04, -0.01], [-0.07, -0.07, -0.06], [0.04, -0.10, 0.00], [0.09, -0.04, 0.11], [0.05, 0.06, -0.02], [-0.03, 0.06, 0.20], [-0.06, 0.04, -0.06], [0.10, 0.12, 0.00], [0.10, 0.10, 0.05]], "mulliken_charge": [0.031, -0.509, -0.449, -0.278, 0.006, -0.208, 0.448, -0.463, -0.404, 0.814, -0.496, -0.559, -0.325, -0.571, 0.406, 0.122, 0.407, 0.227, 0.194, 0.005, 0.171, 0.313, 0.296, 0.270, 0.020, 0.359, 0.214, -1.756, 0.653, -0.724, -0.399, -0.663, -0.073, 0.321, 0.384, 0.405, 0.149, 0.254, 0.503, 0.301, 0.229, 0.267, -0.176, 0.304, -1.543, 0.302, -0.678, -0.374, -0.659, -0.293, 0.294, 0.358, 0.366, 0.372, 0.280, 0.463, 0.295, 0.226, 0.261, 0.013, 0.293, -1.408, 0.306, -0.802, -0.177, -0.832, -0.721, 0.281, 0.357, 0.345, 0.422, 0.324, 0.424, 0.373, 0.274, 0.241, 0.279, 0.321]}



No. 4
{"formula": "C14H27MnN4O2Se", "method": "ωB97M-V/def2-TZVPD", "mol_weight_da": 417.3, "spin_multiplicity": 4, "largest_force_ev_per_a": 1.624, "homo_ev": [-17.147, -17.147], "e_lumo_ev": [-10.84, -10.89], "orbital_gap_ev": [6.310, 6.258], "total_charge": 3, "total_energy_ha": -4470.4919, "s_squared": 3.78, "species": ["Mn", "C", "O", "C", "O", "N", "N", "H", "H", "H", "H", "H", "H", "C", "N", "C", "C", "C", "N", "C", "C", "H", "H", "H", "H", "H", "H", "H", "H", "H", "H", "H", "H", "H", "H", "H", "H", "Se", "C", "C", "C", "C", "C", "C", "H", "H", "H", "H", "H"], "xyz": [[0.2778, -0.2560, -0.0839], [-0.9775, 4.3382, 0.7872], [-1.7189, 3.4292, -0.0661], [-1.3346, 2.2434, -0.2935], [-0.3866, 1.5629, 0.0195], [-4.0955, 1.3723, -0.2624], [-2.0600, -0.3441, -0.9041], [-1.7077, 5.0423, 1.1859], [-0.2486, 4.8752, 0.1794], [-0.4888, 3.7935, 1.5936], [-4.7583, 0.6000, -0.3695], [-2.2281, -1.0403, -1.6314], [-2.5622, -0.6519, -0.0639], [2.3742, 0.3854, 1.6354], [2.3052, 0.0965, 0.1941], [2.8355, 1.2246, -0.5780], [3.0541, -1.1368, -0.1410], [2.2488, -2.3524, 0.3103], [0.8494, -2.1986, -0.1667], [0.7310, -2.6123, -1.5748], [-0.0550, -2.9713, 0.6961], [3.4141, 0.4108, 1.9794], [1.8443, -0.3812, 2.2173], [1.9368, 1.3633, 1.8480], [3.9077, 1.3482, -0.3974], [2.3423, 2.1511, -0.2879], [2.6919, 1.0544, -1.6466], [4.0397, -1.1359, 0.3375], [3.2083, -1.1662, -1.2224], [2.2467, -2.4267, 1.4004], [2.6989, -3.2713, -0.0795], [1.2245, -3.5717, -1.7537], [1.1974, -1.8677, -2.2320], [-0.3153, -2.7336, -1.8524], [0.2646, -4.0160, 0.7779], [-1.0698, -2.9733, 0.2934], [-0.0588, -2.5452, 1.7086], [-2.7593, 1.2913, -1.4894], [-4.7968, 2.6137, -0.1543], [-5.6540, 2.8113, 0.9239], [-6.2959, 4.0305, 1.0501], [-6.0958, 5.0374, 0.1150], [-5.2482, 4.8278, -0.9713], [-4.6020, 3.6155, -1.0945], [-5.8206, 2.0255, 1.6427], [-6.9585, 4.1984, 1.8854], [-6.6113, 5.9787, 0.2122], [-5.1277, 5.5901, -1.7245], [-3.9713, 3.3961, -1.9620]], "forces_ev_per_a": [[0.48, -1.05, -0.46], [0.70, 0.95, 0.83], [0.16, -1.19, -0.43], [-1.42, 0.36, -0.71], [0.22, 1.52, 0.52], [0.17, -0.88, 0.29], [0.29, -0.11, -0.02], [0.00, -0.22, -0.13], [-0.10, -0.15, -0.07], [-0.09, -0.05, -0.09], [0.25, -0.13, -0.30], [0.01, 0.00, -0.03], [-0.14, 0.18, -0.08], [0.12, 0.07, 0.65], [-0.90, -0.17, -0.14], [0.29, 0.49, -0.33], [-0.05, -0.64, 0.00], [0.57, 0.39, 0.03], [-0.14, 0.28, 0.19], [0.11, -0.08, -0.57], [-0.25, -0.44, 0.44], [-0.07, -0.03, -0.04], [0.13, 0.14, -0.08], [-0.04, -0.12, -0.08], [-0.05, -0.05, 0.03], [-0.05, -0.05, 0.01], [0.01, -0.02, 0.06], [-0.08, 0.07, -0.08], [0.00, 0.09, 0.08], [-0.09, -0.01, -0.11], [-0.13, 0.05, 0.06], [-0.02, 0.03, 0.07], [-0.05, -0.16, 0.06], [-0.02, 0.08, 0.04], [-0.02, 0.08, -0.03], [0.05, 0.05, -0.02], [0.00, -0.11, -0.17], [0.27, -0.22, 0.80], [-0.36, 1.30, 0.08], [0.35, -0.28, -0.19], [-0.03, 0.18, -0.12], [0.20, -0.12, -0.25], [-0.26, 0.23, 0.25], [0.16, -0.62, -0.05], [0.00, -0.11, 0.16], [-0.07, -0.03, 0.05], [-0.07, 0.10, 0.03], [0.05, 0.09, -0.05], [-0.13, 0.30, -0.12]], "mulliken_spin": [3.054, 0.000, 0.006, 0.034, 0.017, 0.000, 0.007, 0.000, 0.000, 0.000, 0.000, 0.003, 0.004, 0.013, -0.145, 0.026, 0.030, 0.021, -0.119, 0.003, 0.002, 0.003, 0.012, 0.001, 0.000, 0.008, -0.004, -0.002, -0.004, -0.003, -0.001, 0.005, 0.011, 0.003, 0.001, 0.007, 0.008, 0.000, 0.000, 0.000, 0.000, 0.000, 0.000, 0.000, 0.000, 0.000, 0.000, 0.000, 0.000]}